The following is a quantum chemistry calculation of a molecular structure, B12Ca2H48, from the OMol25 dataset.

```
62
Properties=species:S:1:pos:R:3:forces:R:3:mulliken_charge:R:1
H 0.52331 -1.09527 2.83491 -0.88 -0.62 0.22 -0.827
B -0.50179 2.55954 3.08553 0.66 0.91 0.60 0.951
H -2.56360 0.08068 1.38816 -0.53 1.06 -1.69 -0.740
H -0.75491 -2.41356 -4.18309 -0.86 -0.82 -0.82 -0.400
H -4.05571 2.55542 -1.00416 -1.36 0.88 0.50 -0.322
B -2.39998 -2.85730 -0.58790 -0.70 0.13 -0.53 2.255
H -1.57155 -1.13236 2.32775 0.68 -0.71 0.24 -0.560
H -0.18350 -3.64881 1.10617 0.48 0.33 -0.88 -0.793
B -3.13554 2.05839 -1.57289 -1.46 0.28 -0.59 0.213
H 4.63400 0.46277 0.17346 1.46 -0.74 0.25 -0.418
B -0.13925 -1.71327 -3.45671 -1.09 -1.55 -1.71 0.559
H 0.93053 0.86489 -0.21896 2.19 1.47 -0.22 -0.320
H 0.55852 2.88336 0.50774 0.80 -1.27 1.64 -0.452
H -2.14442 -4.01166 -0.55175 -0.02 -1.50 -0.25 -0.445
H -2.92341 1.14491 -0.95165 -0.07 -2.32 0.61 -0.408
Ca -1.68226 2.01363 0.55058 0.95 -0.67 0.77 0.870
H -3.34710 1.80247 -2.69739 -0.38 -0.21 -1.18 -0.459
H -3.38830 -2.52410 -0.03444 -1.26 0.02 0.84 -0.574
H -0.79068 -3.46149 2.93389 -0.58 0.60 0.95 -0.440
B 3.88579 1.36056 -0.04155 0.08 -0.61 -0.29 1.396
H 0.79058 2.79227 -4.17565 -0.01 1.21 -0.86 -0.426
H -1.36551 -4.97303 1.78346 -1.24 -0.97 -0.22 -0.309
B 2.64961 -2.17289 -0.81347 0.45 -1.20 0.67 1.425
H -0.43935 -1.81896 -2.38473 -0.89 -0.36 2.09 -0.482
Ca 1.10871 -0.18889 -2.14147 0.88 -0.39 2.00 0.455
H 3.36234 1.60152 0.96949 -0.45 0.70 0.86 -0.473
H 4.34000 2.26427 -0.66982 0.76 1.33 -0.62 -0.401
H 2.39854 -1.36629 3.24721 1.18 -1.29 0.18 -0.444
H 3.15863 0.76674 -0.77785 -0.47 0.05 -0.61 -0.561
H -2.47460 0.27885 3.28551 -0.05 0.76 1.21 -0.593
H -0.84725 3.93342 0.05407 -2.73 1.72 0.79 -0.346
B 1.56767 -0.57076 2.93272 0.10 -0.06 0.44 2.332
H 0.43005 -4.83083 2.49357 1.48 -1.01 0.52 -0.345
H 0.61953 2.39165 2.82598 1.07 0.08 -0.22 -0.428
H -0.40915 0.46270 0.99790 -0.15 -0.20 1.70 -0.764
B -0.50576 -4.20196 2.07653 -0.02 -0.52 0.57 1.267
H 0.27705 -0.85120 -0.19799 0.13 -2.12 0.09 -0.140
H -2.24088 2.72072 -1.44507 1.70 1.82 -0.36 -0.144
H 0.94108 -2.02231 -3.51295 2.71 -0.81 -0.45 -0.283
H -0.82177 3.63858 2.70141 -0.63 1.44 -0.48 -0.430
H 1.85662 1.93909 -2.76441 2.24 0.63 1.32 -0.334
B 0.17534 3.60461 -0.26107 1.35 0.61 -1.33 1.257
H 2.33904 -1.15800 -0.43101 -0.09 1.74 0.96 -0.388
H 0.09199 3.06435 -1.27960 -0.22 -0.25 -0.96 -0.477
H 3.75705 -2.46564 -0.49854 1.42 -0.23 0.61 -0.389
H -3.52922 -1.14134 2.47355 -1.25 -0.89 0.12 -0.446
H -1.48475 -2.35899 -0.06121 0.76 0.48 0.62 -1.086
H -0.18503 -0.65220 -3.80393 -0.65 2.28 -1.12 -0.183
B 0.93530 1.90880 -3.40228 -0.02 1.24 -1.45 0.388
B -2.54247 -0.48890 2.39360 -0.50 0.02 0.70 1.593
H 0.95818 4.48898 -0.34453 0.73 1.34 -0.03 -0.444
H 1.77322 -0.02842 1.92336 0.61 0.55 -0.77 -0.910
H 1.88247 -2.95653 -0.41562 -0.71 -0.99 0.08 -0.511
H 1.59144 0.20211 3.83773 -0.10 1.19 1.18 -0.567
H 2.70683 -2.13123 -1.94786 -0.03 -0.04 -2.98 -0.469
H -2.42590 -2.34121 -1.64757 -0.20 0.18 -1.42 -0.596
H 0.96126 0.93559 -3.95790 0.35 -1.94 -2.19 -0.326
H -0.70039 0.53432 -0.79873 -2.35 0.78 -2.54 -0.248
H -0.60917 2.50408 4.26650 -0.40 -0.02 1.50 -0.423
H -1.11727 1.72621 2.61690 -1.05 -1.16 -0.30 -0.945
H 0.04282 1.79911 -2.73418 -1.98 0.01 1.18 -0.314
B 0.03295 0.23281 -0.01977 0.12 -0.41 1.05 -0.178
```
Positions in Å, forces in eV/Å.

Computed properties:
Total charge = -8
Electronic energy = -45702.8960 eV
Largest force on an atom = 3.542 eV Å⁻¹
Frontier orbital gap = 1.7956 eV
M = 258.28 g/mol

The following is a quantum chemistry calculation of a molecular structure, C12H16Cl3N3OOs, from the OMol25 dataset.

```
36
Properties=species:S:1:pos:R:3:forces:R:3:mulliken_charge:R:1
H -0.86683 3.14935 -1.59479 -0.12 0.14 -0.38 0.409
H -1.53100 0.16054 -3.85357 0.23 -0.18 0.04 0.306
C 1.84167 0.02270 -0.95302 0.14 0.99 -1.74 0.840
N -2.51820 -1.64605 6.08680 -0.22 0.28 -0.06 -0.601
C -2.55056 -1.25891 4.98932 0.69 -0.10 -0.78 0.504
H 2.39769 2.41099 0.46324 -0.31 0.30 -0.27 0.289
H -0.87909 -1.48656 -3.69592 0.05 0.34 -0.10 0.371
C -0.60491 -0.42159 -3.76657 -0.19 -0.19 0.06 -1.716
H 0.80030 -2.70359 -2.71375 0.18 0.11 0.00 0.390
H 2.96839 -1.33934 0.11538 0.51 0.31 0.07 0.391
O -1.31595 2.25997 0.66540 -1.82 0.31 -0.64 -0.746
H 2.22412 -2.59132 -1.71606 0.02 -0.06 -0.04 0.394
H 3.36452 0.40302 0.43964 0.25 -0.50 -0.14 0.410
C 3.14453 -0.34455 -0.33296 -0.55 -0.10 0.29 -2.131
C 1.66908 -2.07039 -2.49538 -0.13 -0.41 0.30 -1.797
C 1.77741 2.63024 -0.41734 0.72 0.15 -0.50 -1.509
H -2.25952 1.99118 0.46932 1.15 0.55 0.41 0.338
Cl 1.22303 0.68504 2.03190 0.92 0.32 0.65 -0.517
C 1.22566 -0.73971 -1.99992 -0.42 0.48 0.03 0.958
C 1.23984 1.36533 -0.98007 -0.48 -0.58 -0.60 0.181
C -0.69912 2.44701 -2.41698 0.10 -0.16 0.07 -1.911
H -0.12990 2.93269 -3.23518 -0.22 -0.20 0.34 0.244
H -1.66748 2.10469 -2.80508 0.13 0.25 0.12 0.449
C -1.85534 -0.61128 2.79610 3.18 0.03 -6.00 0.551
C 0.03092 1.26031 -1.83971 1.82 0.53 -1.14 1.192
H -0.01038 -0.27081 -4.68685 -0.17 -0.09 0.19 0.307
N -2.66670 -0.91554 3.72554 -0.65 0.14 0.79 -0.683
H 3.93667 -0.37706 -1.11146 -0.31 -0.06 0.41 0.304
Cl 0.69056 -3.32793 0.72519 0.30 -0.06 -0.28 -0.873
H 2.28231 -1.98141 -3.40556 -0.09 0.06 0.15 0.287
C 0.18330 -0.01799 -2.56763 0.26 0.26 0.00 0.342
N -1.26476 -0.48623 1.70901 -3.15 -0.04 6.01 -0.338
H 2.38631 3.02169 -1.23921 0.25 0.62 0.26 0.352
Os -0.34808 0.71334 0.09171 -1.71 -3.14 3.26 1.250
Cl -2.26893 -0.52252 -0.85674 -0.75 -0.09 -0.80 -0.508
H 0.96903 3.33606 -0.17174 0.40 -0.22 0.01 0.272
```
Positions in Å, forces in eV/Å.

Computed properties:
Total charge = -2
Electronic energy = -59255.1951 eV
Largest force on an atom = 6.793 eV Å⁻¹
⟨S²⟩ = 6.05
Frontier orbital gap (alpha / beta) = 5.4011 / 5.7423 eV
M = 514.87 g/mol
2S+1 = 5

The following is a quantum chemistry calculation of 2 unconnected molecules or ions with the total composition C4H12, from the OMol25 dataset.

```
16
Properties=species:S:1:pos:R:3:forces:R:3:mulliken_charge:R:1
C 1.54841 -1.61546 0.45274 -0.74 -1.44 0.93 -0.837
C -1.50571 1.47947 -0.01683 -0.53 -0.42 -0.32 -0.748
H -0.55123 -2.24091 0.17647 -0.23 -0.15 0.46 0.244
C 0.41940 -2.42368 -0.26297 0.35 1.42 0.70 -0.773
C -0.45728 2.57425 -0.21110 -0.66 -0.21 1.05 -0.820
H 0.36267 2.42286 0.49035 0.17 -0.02 -0.16 0.252
H 1.22036 -1.03204 1.31432 -0.30 0.55 -0.52 0.253
H -0.89274 3.54149 0.02921 0.12 0.20 -0.19 0.294
H -1.21645 0.59634 -0.59147 -0.01 -0.15 0.29 0.128
H -2.50767 1.73335 -0.37449 0.20 0.34 -0.33 0.339
H -1.71548 1.18991 1.01496 0.54 0.03 0.08 0.279
H 0.64629 -3.47984 -0.19812 -0.16 -0.14 -0.65 0.289
H 2.08511 -1.06828 -0.28604 0.57 0.72 -0.13 0.255
H -0.08137 2.55476 -1.21710 0.19 0.21 -0.43 0.275
H 0.31312 -1.96803 -1.24526 0.12 -0.82 -0.43 0.243
H 2.21386 -2.31308 0.96063 0.37 -0.11 -0.36 0.327
```
Positions in Å, forces in eV/Å.

Computed properties:
Total charge = 0
Electronic energy = -4342.1202 eV
Energy above the lowest of the compared OMol25 structures with the same formula, charge and spin = 9.4 kcal/mol
Largest force on an atom = 1.866 eV Å⁻¹
SMILES string = CC.CC
Frontier orbital gap = 12.8525 eV
M = 60.14 g/mol

The following is a quantum chemistry calculation of a single C4H8ClNOS molecule, from the OMol25 dataset.

```
16
Properties=species:S:1:pos:R:3:forces:R:3:mulliken_charge:R:1
C -0.59124 0.79943 -0.71743 -0.10 -0.18 -0.08 -0.734
H -0.55342 0.85416 1.40787 0.29 0.05 0.25 0.224
H 2.19767 1.30211 -1.34185 -0.22 -0.87 1.27 0.277
H -2.27549 0.82435 0.96368 2.30 -1.01 -1.16 0.362
O 1.35192 -2.26876 0.07533 3.06 -1.40 2.17 -0.529
S 0.29865 -1.59085 -0.56305 -4.43 2.01 -2.07 0.432
Cl -2.71724 -1.87200 0.72221 0.11 -0.10 -0.75 -0.207
C -1.12083 -1.07506 0.78242 0.43 -1.09 -0.48 -0.126
H 2.57132 -0.18774 -0.36502 -0.15 1.22 0.72 0.287
H -1.18864 0.34763 -1.50886 -0.70 0.80 -0.19 0.304
H -0.71557 -1.54677 1.65425 0.60 0.44 0.66 0.385
C -1.19554 0.39764 0.66265 -1.95 2.29 1.10 -0.569
H -0.31012 1.86857 -0.89521 -0.92 -0.82 0.22 0.406
H 1.76121 1.40751 0.36487 0.29 -0.50 0.71 0.316
C 1.85761 0.67368 -0.43242 1.38 0.22 -2.41 -0.770
N 0.62973 0.06612 -0.80944 0.00 -1.06 0.03 -0.060
```
Positions in Å, forces in eV/Å.

Computed properties:
Total charge = 0
Electronic energy = -31170.8227 eV
Energy above the lowest of the compared OMol25 structures with the same formula, charge and spin = 60.2 kcal/mol
Largest force on an atom = 5.287 eV Å⁻¹
Frontier orbital gap = 9.3818 eV
M = 153.63 g/mol